96
Properties=species:S:1:pos:R:3:forces:R:3:lowdin_charge:R:1 method="wB97M-V/def2-TZVPD" charge=0 e_homo_ev=-6.610 energy_ev=-130275.4003 molar_mass_da=751.34
Zn -1.1917 -0.5067 0.1302 -0.2 -0.3 0.2 0.5665
C -3.1176 0.2155 3.2645 0.3 0.8 -0.2 -0.1828
Si -1.2855 -0.2001 3.5956 -0.3 1.0 -0.5 0.2836
C -0.9325 1.1770 4.8253 -0.6 -0.1 0.9 -0.1910
C -1.1898 -1.8435 4.4599 1.3 0.2 -0.6 -0.1707
N -0.4667 -0.1069 2.1094 -0.6 -0.1 0.3 -0.3008
P 0.9626 0.1419 1.4158 0.1 -0.1 0.1 0.6303
C 0.7617 -0.2997 -0.1977 -0.4 0.5 0.4 -0.5126
P 1.1455 0.4226 -1.6842 -0.7 -0.9 -0.4 0.6550
N -0.0818 0.7623 -2.6604 1.4 0.6 1.9 -0.2538
Si -0.8463 0.1594 -3.9841 -0.7 -0.3 -0.5 0.2260
C 0.1518 0.3816 -5.5743 -0.8 0.0 -0.8 -0.1844
C -1.1927 -1.6803 -3.8384 -0.3 0.0 -0.3 -0.1864
C -2.5335 1.0458 -4.2032 -0.2 -1.7 0.5 -0.1902
C 2.2856 -0.8081 -2.4451 -0.9 0.4 0.4 -0.2913
C 2.3069 -2.0934 -1.9276 -0.1 -0.4 1.1 -0.1184
C 3.0226 -3.0739 -2.5710 -0.4 -1.7 0.6 -0.1086
C 3.6321 -2.8471 -3.7849 1.0 -0.5 0.8 -0.1079
C 3.7136 -1.5462 -4.2113 -0.6 0.9 -1.3 -0.0887
C 3.0076 -0.5141 -3.5729 0.8 -0.4 -0.4 -0.0893
C 2.2446 1.8371 -1.5612 0.0 0.7 -0.1 -0.3170
C 1.8701 3.0177 -2.1678 -0.3 -0.3 -0.3 -0.0835
C 2.7736 4.0607 -2.3200 -1.0 0.0 -0.7 -0.1039
C 4.0637 3.9088 -1.9318 2.2 -0.4 1.3 -0.1101
C 4.4733 2.7393 -1.2356 0.5 0.4 0.4 -0.0675
C 3.5131 1.7398 -1.0143 1.4 -0.2 0.2 -0.1035
C 2.2115 -0.8215 2.3589 0.0 0.1 0.7 -0.2612
C 2.3122 -0.6414 3.7752 1.4 -1.6 -2.5 -0.0928
C 3.2819 -1.3275 4.4608 0.7 -0.7 -0.4 -0.0770
C 4.1927 -2.1543 3.7673 -0.6 0.6 0.1 -0.0827
C 4.1013 -2.3281 2.3987 0.4 0.0 0.8 -0.0943
C 3.0821 -1.7031 1.7148 -0.8 0.3 -1.7 -0.0834
C 1.5193 1.8616 1.7187 0.0 0.3 -0.1 -0.2633
C 2.8413 2.1420 2.0813 0.2 -0.9 0.0 -0.1109
C 3.2507 3.4278 2.3138 1.2 1.2 -0.3 -0.0988
C 2.4097 4.5108 2.0861 -0.6 -1.2 -0.1 -0.0930
C 1.1035 4.2712 1.6613 -1.2 0.4 0.3 -0.0756
C 0.6443 2.9441 1.5097 2.0 0.8 0.8 -0.0767
H -3.6942 0.0145 4.1726 -0.2 -0.1 -0.2 0.0236
H -3.5009 -0.3238 2.4069 -0.3 -0.4 0.0 -0.0279
H -3.2516 1.3037 3.0100 0.3 -0.9 0.3 0.0455
H -1.7946 1.1876 5.5302 0.2 -0.1 -0.4 0.0312
H -0.9857 2.1532 4.3203 0.5 -0.2 0.2 0.0286
H -0.0921 1.0558 5.5188 0.3 0.3 -0.5 0.0197
H -1.8353 -1.7834 5.3158 -0.4 -0.5 0.4 0.0199
H -0.1478 -2.0238 4.7717 -0.3 0.2 0.2 0.0261
H -1.3623 -2.6515 3.7534 -0.6 -0.2 0.1 0.0178
H 1.0790 -0.1851 -5.5001 0.1 0.0 0.0 -0.0017
H 0.3989 1.4480 -5.6991 0.0 -0.3 0.0 0.0247
H -0.3866 0.0395 -6.5075 0.5 0.3 0.9 0.0404
H -0.2323 -2.1521 -4.1084 -0.4 -0.3 0.4 0.0223
H -1.9059 -1.8750 -4.6604 0.1 -0.4 0.3 0.0213
H -1.6076 -2.0426 -2.8603 0.5 0.3 -0.9 0.0191
H -2.3815 2.0895 -4.0760 -0.1 1.1 0.1 -0.0061
H -3.2923 0.6514 -3.4654 0.7 0.5 -0.6 0.0154
H -2.9235 0.8450 -5.2020 -0.1 0.1 -0.1 0.0153
H 1.8105 -2.3223 -0.9544 0.2 0.4 -1.1 0.0823
H 3.0772 -4.0923 -2.1322 -0.1 0.7 -0.3 0.1111
H 4.1998 -3.6818 -4.2118 -0.3 0.6 -0.3 0.1065
H 4.1780 -1.3526 -5.1656 0.4 0.2 0.0 0.0972
H 3.0452 0.5237 -3.9082 0.0 -0.3 -0.2 0.1173
H 0.8739 3.0073 -2.5984 0.0 0.4 0.0 0.0876
H 2.4714 4.9351 -2.8630 -0.1 0.4 -0.1 0.0961
H 4.8237 4.7019 -2.0681 -0.7 -0.5 -0.1 0.1062
H 5.5610 2.6940 -0.8424 -2.1 -0.2 -0.7 0.1284
H 3.7543 0.8290 -0.4517 0.2 0.3 -0.3 0.1124
H 1.7391 0.0366 4.2938 -1.5 1.5 0.9 0.0637
H 3.3673 -1.2037 5.5278 0.1 0.0 0.2 0.0994
H 5.0030 -2.6120 4.2848 0.4 -0.3 0.5 0.0881
H 4.8732 -2.8897 1.8879 -0.2 -0.2 -0.1 0.1035
H 2.9775 -1.9055 0.6069 0.1 0.6 1.4 0.0968
H 3.5977 1.3494 2.1839 -0.6 0.2 0.0 0.1141
H 4.3097 3.6692 2.5666 -0.9 -0.5 0.0 0.1180
H 2.7987 5.4704 2.2923 0.1 1.1 0.0 0.0841
H 0.3468 5.1242 1.5639 1.3 -1.3 0.0 0.1219
H -0.3792 2.8083 1.3351 -1.3 -0.5 -0.5 0.0774
C -6.3821 -2.6203 0.4430 -0.2 0.0 0.9 -0.0434
N -4.9117 -2.6754 0.6621 -0.8 0.4 -0.5 -0.1479
C -4.4393 -3.8922 1.2544 0.6 -0.8 0.1 -0.0674
C -4.0010 -1.7282 0.2497 -1.2 -0.4 -0.4 -0.4612
N -2.7668 -1.9869 0.0971 0.8 0.8 -0.1 0.1424
N -4.5523 -0.5107 -0.0474 -1.1 1.1 0.9 0.1423
C -3.9181 0.6529 -0.5304 0.9 -0.5 0.8 -0.4703
N -4.8197 1.5621 -0.9517 0.0 0.0 0.0 0.1790
N -2.6384 0.8196 -0.4619 -1.0 -0.5 -0.8 0.1232
H -6.8200 -3.6160 0.2083 0.8 0.5 0.0 0.0963
H -6.6224 -1.9765 -0.4009 0.0 0.1 0.1 0.0777
H -6.9417 -2.2997 1.3824 0.8 -0.1 -1.1 0.1105
H -5.2627 -4.2634 1.8279 -0.2 -0.2 0.9 0.0771
H -3.5299 -3.7398 1.8711 -0.7 0.0 -0.2 0.1062
H -4.2571 -4.7413 0.5674 0.2 0.6 -0.3 0.1051
H -2.7097 -2.9733 0.0921 1.0 -1.2 0.1 0.0531
H -5.4151 -0.3406 0.4856 0.6 0.1 -0.6 0.1514
H -5.7300 1.2561 -1.2168 -0.3 0.0 -0.2 0.1037
H -4.5424 2.4918 -1.1964 0.2 0.1 -0.1 0.1181
H -2.2934 1.4708 -1.1650 0.2 0.3 0.3 0.0684

***

106
Properties=species:S:1:pos:R:3:forces:R:3:lowdin_charge:R:1 method="wB97M-V/def2-TZVPD" charge=-2 e_homo_ev=-2.080 energy_ev=-102295.9784 molar_mass_da=1121.49
C 5.3382 -1.0035 -1.3173 0.1 0.3 -0.7 -0.0364
C 4.5360 -1.9337 -2.1939 0.4 0.6 0.7 -0.4365
O 5.3572 -2.9869 -2.6653 0.0 -0.4 -0.2 -0.0210
C 3.4575 -2.5516 -1.3653 0.4 -0.2 0.8 -0.2983
O 2.6613 -1.5465 -0.7694 -1.5 -0.6 -1.4 -0.4393
Nb 0.8779 -1.0806 -1.5156 1.8 -0.7 1.1 1.2468
I -0.0186 -0.4596 1.1382 -0.3 0.5 -0.1 0.2102
C 1.5929 1.0833 -1.8138 -0.4 0.8 0.6 -0.3799
C 2.1384 1.7952 -0.6603 0.0 -1.2 -0.4 -0.9063
O 2.8574 1.4335 0.1816 0.8 0.2 0.8 -0.0418
I 1.5832 4.0055 -0.5435 -0.2 0.5 0.0 0.4538
C 1.5077 -1.4017 -3.6256 0.1 3.9 -1.3 -0.8549
O 1.9282 -0.4506 -4.3114 0.1 0.1 0.1 -0.1155
O 1.4437 -2.5730 -3.9050 -0.3 -2.5 1.1 -0.0135
P -1.4109 -0.4450 -2.5193 0.6 0.0 -0.1 0.6498
C -2.7633 -0.5921 -1.2833 -0.2 -0.8 -0.4 -0.4174
O -1.8256 -1.5760 -3.6870 -0.2 0.0 0.2 -0.4278
P -0.0507 -3.5220 -1.1603 -0.5 1.0 0.8 0.2819
O -1.1976 -3.4123 -0.2240 -1.1 0.1 0.9 -0.4768
O 1.0113 -4.5527 -0.4442 0.3 -0.5 -0.7 -0.2315
O -0.6015 -4.2878 -2.4358 0.7 -0.9 -1.1 -0.2083
H 6.0732 -0.4911 -1.9235 0.5 0.1 -0.1 0.0743
H 5.8282 -1.5428 -0.5316 0.3 -0.3 0.5 0.0699
H 4.6980 -0.2450 -0.9164 -0.4 0.4 0.5 0.0604
H 4.1198 -1.3204 -2.9787 -0.4 -0.1 -0.7 0.1317
H 5.8383 -2.6452 -3.4137 0.2 0.0 -0.4 0.0801
H 2.9179 -3.3001 -1.9181 -0.5 -0.1 -0.4 0.0918
H 3.9693 -3.0768 -0.5661 0.2 -0.4 0.4 0.1188
H 2.3413 1.1645 -2.5857 0.4 -0.4 -0.4 0.0544
H 0.7574 1.6553 -2.1586 -0.6 0.3 -0.5 -0.0222
H -3.6162 -0.9957 -1.8126 -0.4 -0.2 -0.3 0.0093
H -3.0842 0.3509 -0.9068 0.0 1.0 0.3 -0.0186
H -2.5641 -1.2666 -0.4699 0.3 -0.4 0.3 -0.0410
H -2.7215 -1.3794 -3.9574 -0.3 0.0 -0.3 0.0025
H 1.3723 -4.0287 0.2732 0.3 0.0 0.4 0.0233
H -1.3708 -4.7894 -2.1558 -0.3 -0.1 0.2 0.0553
N 1.3759 -2.4513 3.9717 -0.1 -0.2 0.1 0.0085
C 2.5971 -1.9165 3.7109 0.1 0.1 -0.1 -0.1510
C 3.3898 -2.1225 4.8093 0.0 0.0 0.1 -0.1230
C 2.6064 -2.8180 5.7735 0.0 0.0 0.0 -0.1295
C 1.3653 -3.0063 5.2190 0.0 0.0 0.0 -0.1529
H 0.6002 -2.4355 3.3291 0.0 0.1 -0.1 0.0675
H 2.7950 -1.4351 2.7672 0.0 0.0 0.0 0.0909
H 4.4150 -1.8092 4.9058 0.0 0.0 0.0 0.0614
H 2.9167 -3.1415 6.7532 0.0 0.0 0.0 0.0762
H 0.4822 -3.4847 5.6044 0.0 0.0 0.0 0.0977
N 7.1851 -2.1535 4.2319 0.1 -0.1 0.0 0.0051
C 7.1114 -3.1025 3.2524 0.0 0.1 0.0 -0.1259
C 7.7616 -4.2191 3.7009 0.1 0.0 0.1 -0.1087
C 8.2442 -3.9336 5.0084 0.0 -0.1 -0.1 -0.1190
C 7.8697 -2.6525 5.3075 0.0 0.2 0.0 -0.1563
H 6.7928 -1.2335 4.1702 -0.1 0.0 0.0 0.1380
H 6.6041 -2.9029 2.3249 0.0 0.0 0.0 0.1118
H 7.8762 -5.1391 3.1549 0.0 0.0 0.0 0.0881
H 8.7990 -4.5937 5.6532 0.0 0.0 0.0 0.0829
H 8.0296 -2.0574 6.1907 0.0 0.0 0.1 0.0864
N 8.9730 0.6532 7.3248 0.0 0.0 0.0 0.0052
C 9.8185 -0.0068 8.1720 0.0 0.0 -0.1 -0.1483
C 9.9433 0.7446 9.3083 0.0 0.1 0.0 -0.1193
C 9.1351 1.9039 9.1395 0.1 0.0 0.1 -0.1179
C 8.5489 1.8149 7.9068 0.0 0.0 -0.1 -0.1391
H 8.7048 0.3324 6.4139 0.0 0.0 -0.1 0.1311
H 10.2561 -0.9493 7.8936 0.0 0.0 0.0 0.1040
H 10.5440 0.4931 10.1653 0.0 0.0 0.0 0.0841
H 9.0001 2.7073 9.8427 0.0 0.0 0.0 0.0852
H 7.8703 2.4746 7.3960 0.0 0.0 0.0 0.1072
N -3.4325 3.1158 -2.9520 -0.1 -0.1 -0.3 0.0195
C -4.6286 3.7515 -3.1128 -0.2 -0.1 -0.1 -0.1733
C -4.8676 4.4955 -1.9833 0.1 -0.1 0.1 -0.1315
C -3.7544 4.2964 -1.1115 -0.2 0.0 -0.1 -0.1134
C -2.8934 3.4420 -1.7524 0.3 -0.1 0.3 -0.1421
H -3.0028 2.4930 -3.6193 0.0 0.0 0.1 0.1261
H -5.2054 3.6212 -4.0121 0.0 0.0 0.0 0.0979
H -5.7341 5.1124 -1.8039 0.0 0.0 0.0 0.0750
H -3.6027 4.7297 -0.1376 0.0 0.0 0.0 0.0836
H -1.9398 3.0317 -1.4645 0.0 0.0 0.1 0.0980
N -6.4272 0.2078 -0.7633 0.0 0.2 0.1 0.0134
C -6.8121 -0.7893 0.0879 0.0 0.1 0.1 -0.1384
C -7.6824 -1.6070 -0.5846 0.0 0.1 0.0 -0.1197
C -7.8236 -1.0810 -1.8983 0.0 0.0 0.0 -0.1206
C -7.0331 0.0343 -1.9758 0.0 0.0 0.0 -0.1573
H -5.7884 0.9553 -0.5361 0.1 -0.2 -0.1 0.1467
H -6.4345 -0.8325 1.0942 0.1 0.0 0.0 0.1080
H -8.1612 -2.4834 -0.1816 0.0 0.0 0.0 0.0854
H -8.4338 -1.4758 -2.6925 0.0 0.0 0.0 0.0882
H -6.8512 0.7186 -2.7825 0.0 0.1 -0.1 0.1055
N -2.1728 3.7232 -7.5583 0.0 0.1 0.0 0.0003
C -3.3688 4.3651 -7.7332 0.0 -0.1 0.0 -0.1571
C -3.6070 5.1171 -6.6133 0.1 0.0 0.0 -0.1228
C -2.5057 4.9237 -5.7325 -0.1 0.1 0.0 -0.1201
C -1.6397 4.0613 -6.3450 0.1 -0.1 0.0 -0.1288
H -1.7502 3.0972 -8.2156 0.0 -0.1 0.0 0.1407
H -3.9452 4.2291 -8.6315 0.0 0.0 0.0 0.0960
H -4.4722 5.7348 -6.4414 0.0 0.0 0.0 0.0841
H -2.3687 5.3638 -4.7596 0.0 0.0 0.0 0.0937
H -0.6957 3.6584 -6.0215 0.0 0.0 0.0 0.1156
N -9.6950 1.7307 -0.8149 0.0 0.1 0.1 0.0201
C -10.1553 2.7771 -1.5601 0.1 0.0 0.0 -0.1434
C -11.4782 2.5509 -1.8345 0.0 0.0 0.0 -0.1252
C -11.8269 1.3145 -1.2232 0.0 0.1 0.0 -0.1226
C -10.7020 0.8380 -0.6026 0.0 0.0 0.0 -0.1452
H -8.7532 1.6271 -0.4791 0.0 -0.1 -0.1 0.1280
H -9.5050 3.5899 -1.8324 0.0 0.0 0.0 0.1035
H -12.1220 3.1964 -2.4074 0.0 0.0 0.0 0.0805
H -12.7893 0.8320 -1.2390 0.0 0.0 0.0 0.0806
H -10.5314 -0.0575 -0.0323 0.0 -0.1 0.0 0.1034

***

no.,Kohn-Sham gap (eV),lowest unoccupied orbital energy (eV)
1,6.358,-0.252
2,5.333,3.253